(1)
Below is a structure of composition C20H22BF4NNiO9P3S at a distorted geometry, with properties calculated with ωB97M-V with the def2-TZVPD basis set.

```
62
Properties=species:S:1:pos:R:3
Ni 0.312 1.367 -0.679
P -1.163 -0.167 0.513
O 4.230 -0.797 -0.037
H -3.618 -1.468 1.400
F 2.411 3.625 1.849
C 0.523 -2.241 1.150
P 3.077 -0.373 -0.848
C -1.611 1.362 2.714
H -6.422 -0.245 -1.518
O 2.895 -1.465 -2.081
H -1.685 -1.653 5.299
H 5.500 0.360 -2.139
C -1.792 1.557 4.060
H -1.391 -2.031 2.766
H -1.926 -2.731 -1.269
H 4.408 0.036 -3.299
N 4.757 0.748 -2.664
C 3.571 1.114 -1.782
H 3.138 2.373 -0.166
H -1.659 2.566 4.486
H -0.915 -4.968 -1.266
C 3.965 2.219 -0.788
O 1.852 0.545 -3.808
C -5.068 -1.011 -0.017
C -1.039 -2.901 -0.633
C -0.438 -4.182 -0.671
H 4.225 3.156 -1.261
C -1.545 -1.045 3.154
H 4.763 1.813 -0.145
C -1.732 -0.830 4.551
H 4.981 1.509 -3.278
C -3.126 0.317 -1.452
O 1.797 0.023 -0.194
B 1.249 2.945 2.102
C -0.580 -1.909 0.290
O -2.416 1.582 -3.575
O 1.280 2.356 -2.179
C -1.486 0.037 2.261
H 2.083 -3.573 1.522
O -1.438 2.232 -1.387
H -2.019 0.639 5.949
H -1.537 2.165 1.984
O -0.727 0.179 -2.343
H 0.854 -1.514 1.868
H 2.274 -1.157 -2.767
O 3.302 2.617 -3.920
S -1.832 1.174 -2.361
C 1.144 -3.438 0.968
H -5.864 -1.633 0.426
H 0.939 0.315 -3.589
H 1.246 -5.391 0.086
P 2.393 1.845 -3.015
C -2.830 -0.238 -0.223
C -1.942 0.470 4.899
C -5.424 -0.323 -1.192
H -4.607 0.889 -2.804
F 0.459 2.737 0.773
F 1.442 1.728 2.708
C -4.439 0.347 -1.904
C -3.812 -0.943 0.481
F 0.355 3.702 2.882
C 0.659 -4.421 0.115
```

Results
Gap between HOMO and LUMO (spin up / spin down) ... 8.496 / 9.009 eV
ΔE to the lowest compared entry with this formula, charge and spin ... 13.18 kcal per mole
E_tot ... -4862.761340 hartree
Largest force on an atom ... 3.5 eV Å⁻¹
Highest occupied orbital energy (spin up / spin down) ... -6.02 / -6.53 eV
Charge ... -1
LUMO level (spin up / spin down) ... 2.478 / 2.477 eV
Expectation value of S² ... 2.00
Spin multiplicity ... 3

For reference, the natural (NBO) charges in units of e are: 1.515, 0.878, -1.138, 0.217, -0.548, -0.182, 2.414, -0.086, 0.208, -1.024, 0.215, 0.429, -0.224, 0.217, 0.212, 0.437, -0.687, -0.669, 0.266, 0.233, 0.210, -0.635, -1.056, -0.224, -0.142, -0.248, 0.224, -0.192, 0.225, -0.222, 0.454, -0.310, -1.205, 1.375, -0.347, -0.939, -1.194, -0.416, 0.218, -1.017, 0.198, 0.241, -1.054, 0.240, 0.508, -1.149, 2.424, -0.211, 0.207, 0.536, 0.210, 2.413, -0.339, -0.205, -0.206, 0.236, -0.627, -0.551, -0.188, -0.139, -0.572, -0.212



(2)
Below is a structure of composition C20H22BrClIrN4O6S at a distorted geometry, with properties calculated with ωB97M-V with the def2-TZVPD basis set.

```
56
Properties=species:S:1:pos:R:3
C -3.689 4.472 -0.742
H 2.097 -4.978 5.425
C -2.404 -0.200 -7.082
C -1.825 -0.968 -4.868
H -0.515 -1.069 -6.586
Br 0.306 1.371 -2.389
C 1.650 -2.545 2.481
C -4.020 -0.052 -5.268
N -3.398 3.067 -0.423
C 2.873 -3.176 2.677
H -3.439 3.791 -4.093
N 0.309 -1.963 0.573
O 3.865 -2.915 1.783
H -4.383 0.612 -7.283
H -3.381 -0.809 -3.371
S -2.447 0.587 -0.787
H -1.047 -2.986 -1.122
C 3.025 -4.052 3.742
C -0.722 -1.989 -1.421
C -3.666 0.163 -6.607
O -0.332 2.800 0.299
H -4.473 4.818 -0.075
C -1.492 -0.769 -6.225
O -2.087 2.169 1.797
O 0.245 0.375 1.733
H -0.297 -2.700 0.924
H -4.258 5.605 -2.479
C 0.756 -3.615 4.447
H 2.368 -1.662 0.683
H -2.232 1.946 -3.160
O -0.014 2.849 2.771
C 1.493 -1.623 1.329
H -2.145 -0.032 -8.119
H 4.692 -3.338 2.048
H -5.006 0.225 -4.921
Ir -0.215 0.796 -0.122
H -5.068 4.046 -2.326
C 1.972 -4.276 4.611
C -3.115 -0.614 -4.404
C -2.865 2.252 -1.295
H 0.109 -1.819 -4.459
C -3.059 3.928 -3.084
H 3.973 -4.559 3.880
C -0.871 -1.629 -2.682
C 0.603 -2.753 3.386
C -0.826 -1.504 -3.994
Cl -0.977 3.129 1.751
H -2.163 4.546 -3.140
H -0.336 -2.218 3.264
N -2.698 2.603 -2.551
O 1.471 -0.209 1.780
C -4.116 4.564 -2.197
H -2.791 5.066 -0.561
N -0.066 -1.248 -0.459
H -0.056 -3.779 5.140
H -3.402 2.747 0.541
```

Results
Gap between HOMO and LUMO (spin up / spin down) ... 4.506 / 4.491 eV
ΔE to the lowest compared entry with this formula, charge and spin ... 68.91 kcal per mole
E_tot ... -4981.509334 hartree
Largest force on an atom ... 2.3 eV Å⁻¹
Highest occupied orbital energy (spin up / spin down) ... -13.97 / -13.96 eV
Charge ... +2
LUMO level (spin up / spin down) ... -9.461 / -9.464 eV
Expectation value of S² ... 0.77
Spin multiplicity ... 2

For reference, the natural (NBO) charges in units of e are: -0.232, 0.244, -0.202, -0.055, 0.228, -0.259, -0.235, -0.217, -0.537, 0.429, 0.239, -0.277, -0.684, 0.240, 0.213, 0.136, 0.234, -0.295, -0.163, -0.143, -0.826, 0.248, -0.155, -0.860, -0.305, 0.444, 0.261, -0.220, 0.259, 0.444, -0.728, 0.180, 0.246, 0.508, 0.235, 1.069, 0.228, -0.124, -0.203, 0.391, 0.302, -0.225, 0.236, 0.274, -0.176, -0.211, 1.870, 0.227, 0.217, -0.538, -0.176, -0.431, 0.221, -0.053, 0.242, 0.465



(3)
Below is an isolated molecule of C20H22ClN5OS at a distorted geometry, with properties calculated with ωB97M-V with the def2-TZVPD basis set.

```
50
Properties=species:S:1:pos:R:3
N -3.632 -1.313 2.926
C 2.554 3.080 0.726
H -4.923 -1.083 4.539
O 2.297 3.339 -2.279
H -1.690 -2.238 0.310
C -4.769 -1.784 3.709
C 1.873 2.598 2.981
C -3.225 -2.090 1.768
C 2.307 1.328 -3.460
H -3.731 -0.318 2.668
H 3.564 2.743 -4.528
H -0.562 -2.724 2.485
H -2.313 0.582 1.397
H -0.729 -0.353 -1.000
H -0.123 -2.451 -2.824
C 2.570 3.437 2.072
N 0.341 0.077 0.735
C -1.902 -1.586 1.145
H 1.439 -1.195 2.014
Cl 3.625 4.756 2.541
C -2.107 -0.148 0.586
C 1.772 -1.707 -5.391
C 1.689 0.041 -3.789
H -3.169 -3.170 2.017
H 1.930 2.824 4.048
C 3.073 1.781 -4.522
C 0.593 -1.226 1.336
C 1.805 1.979 0.270
N 0.943 -2.410 -4.659
H -0.932 1.302 -0.448
H -4.678 -2.782 4.173
H 0.811 -1.925 0.548
H -0.842 -1.023 2.971
H -5.670 -1.762 3.091
H -2.923 -0.111 -0.141
H -4.058 -1.974 1.051
H 2.098 -2.092 -6.342
H 0.619 0.852 3.291
C 2.139 2.106 -2.228
S 3.206 0.654 -5.883
C -0.670 -1.697 2.087
C 2.162 -0.454 -5.003
N 0.925 -0.706 -3.027
N 1.854 1.505 -1.043
C 1.058 1.211 1.195
C 0.560 -1.910 -3.477
H 3.104 3.710 0.037
C 1.117 1.513 2.563
C -0.845 0.272 -0.132
H 1.468 0.542 -1.103
```

Results
Gap between HOMO and LUMO ... 7.619 eV
ΔE to the lowest compared entry with this formula, charge and spin ... 22.27 kcal per mole
E_tot ... -1982.727379 hartree
Largest force on an atom ... 3.5 eV Å⁻¹
Highest occupied orbital energy ... -7.88 eV
LUMO level ... -0.260 eV
Structure (SMILES) ... CNCC1CCN(c2ccc(Cl)cc2NC(=O)c2csc3cncnc23)CC1

For reference, the natural (NBO) charges in units of e are: -0.648, -0.247, 0.202, -0.618, 0.194, -0.407, -0.237, -0.202, -0.191, 0.358, 0.263, 0.211, 0.196, 0.191, 0.190, -0.039, -0.494, -0.223, 0.216, 0.002, -0.402, 0.077, 0.191, 0.193, 0.223, -0.253, -0.204, 0.199, -0.439, 0.217, 0.197, 0.179, 0.208, 0.160, 0.210, 0.158, 0.201, 0.226, 0.652, 0.410, -0.408, -0.251, -0.471, -0.626, 0.128, 0.251, 0.252, -0.219, -0.211, 0.439



(4)
Below is an isolated molecule of C20H22ClNO7S, with properties calculated with ωB97M-V with the def2-TZVPD basis set.

```
52
Properties=species:S:1:pos:R:3
O 2.869 -4.107 -0.607
C 0.582 -4.571 -0.578
H -2.766 3.644 -0.334
H -1.515 -4.939 -0.584
C -0.729 -1.625 2.078
C 0.512 -0.085 0.720
C 0.182 3.885 1.184
O -0.355 5.958 0.037
H 0.960 3.132 1.298
C 1.671 -2.083 1.720
S -0.606 2.072 -0.562
N -0.969 3.248 0.577
C -0.043 -2.125 -1.695
H 3.932 -2.427 -1.229
H -4.862 1.450 0.947
O -2.907 1.045 0.819
H -2.086 -2.742 -1.573
H 0.847 -5.519 -0.140
C 3.919 -3.182 -0.437
C 0.683 5.042 0.313
C -1.060 -3.010 -1.382
H -2.434 4.591 1.149
H -1.089 4.911 -1.586
C 3.862 -2.502 0.940
H -4.194 0.682 2.409
O 0.742 2.219 -1.038
C -1.858 0.250 1.077
O -1.661 2.027 -1.526
H 4.750 -1.882 1.086
C 0.481 -1.228 1.515
O 1.686 -3.066 2.418
C -4.180 0.686 1.315
H 3.791 -3.261 1.725
Cl -0.425 -0.563 -2.364
C -0.733 -4.238 -0.829
H 4.834 -3.776 -0.495
C -1.430 5.328 -0.626
C -2.008 4.194 0.222
O 2.731 -1.644 1.020
C -0.641 0.628 0.501
H 1.461 5.609 0.827
H -0.746 -2.521 2.680
H -2.806 -1.234 2.322
H 1.423 0.250 0.251
H -4.494 -0.292 0.939
H -0.120 4.257 2.169
H 2.040 -1.717 -1.702
C -1.885 -0.900 1.870
H 1.082 4.626 -0.623
C 1.285 -2.443 -1.451
C 1.604 -3.671 -0.880
H -2.173 6.107 -0.806
```

Results
Gap between HOMO and LUMO ... 9.099 eV
E_tot ... -2215.111139 hartree
Largest force on an atom ... 0.9 eV Å⁻¹
Highest occupied orbital energy ... -8.61 eV
LUMO level ... 0.484 eV
Structure (SMILES) ... COc1ccc(C(=O)OCCOc2cccc(Cl)c2)cc1S(=O)(=O)N1CCOCC1

For reference, the natural (NBO) charges in units of e are: -0.511, -0.283, 0.243, 0.218, -0.103, -0.119, -0.253, -0.525, 0.224, 0.801, 2.334, -0.682, 0.001, 0.179, 0.207, -0.492, 0.227, 0.229, -0.084, -0.092, -0.276, 0.200, 0.173, -0.110, 0.181, -0.951, 0.433, -0.930, 0.196, -0.215, -0.596, -0.253, 0.223, 0.022, -0.178, 0.205, -0.088, -0.256, -0.521, -0.408, 0.194, 0.241, 0.227, 0.261, 0.184, 0.204, 0.235, -0.335, 0.187, -0.354, 0.391, 0.196